(1)
{"formula": "C22H66O13", "method": "ωB97M-V/def2-TZVPD", "symbols": ["C", "C", "O", "H", "H", "H", "H", "H", "H", "C", "C", "O", "H", "H", "H", "H", "H", "H", "C", "C", "O", "H", "H", "H", "H", "H", "H", "C", "C", "O", "H", "H", "H", "H", "H", "H", "C", "C", "O", "H", "H", "H", "H", "H", "H", "C", "C", "O", "H", "H", "H", "H", "H", "H", "C", "C", "O", "H", "H", "H", "H", "H", "H", "C", "C", "O", "H", "H", "H", "H", "H", "H", "C", "C", "O", "H", "H", "H", "H", "H", "H", "C", "C", "O", "O", "H", "H", "H", "H", "H", "H", "C", "C", "O", "O", "H", "H", "H", "H", "H", "H"], "xyz": [[0.0939, -2.3420, -4.5800], [0.8268, -1.3428, -5.4514], [0.2391, -0.1194, -5.0945], [-0.9589, -2.1360, -4.7760], [0.2775, -2.1933, -3.5027], [0.1797, -3.3729, -4.8985], [0.6554, -1.5580, -6.5142], [1.8989, -1.2768, -5.2032], [0.7384, 0.6095, -5.4438], [4.7690, -1.0081, 2.8682], [3.6585, -0.4917, 3.8429], [2.9932, 0.6437, 3.2701], [5.1497, -0.0802, 2.4418], [4.4224, -1.6122, 2.0211], [5.5530, -1.5827, 3.3585], [4.0981, -0.1183, 4.7882], [2.8977, -1.2420, 4.0772], [2.5106, 0.9644, 4.0388], [1.5045, 4.0409, -2.0518], [0.4609, 4.2717, -1.0188], [-0.4095, 3.0774, -0.9070], [1.0424, 4.1134, -3.0048], [1.9598, 3.0508, -1.8992], [2.2401, 4.8594, -2.0114], [-0.1828, 5.1261, -1.3031], [0.7477, 4.4843, 0.0382], [-0.7900, 2.9434, -1.7958], [4.3074, 0.8502, -0.0415], [4.5455, 2.2421, 0.4757], [3.3245, 3.0053, 0.5136], [5.2411, 0.3371, -0.2767], [3.7018, 0.9824, -1.0106], [3.8119, 0.2310, 0.6984], [5.2450, 2.7433, -0.1382], [4.9696, 2.0714, 1.4659], [2.5916, 2.4608, 0.9018], [-0.7054, -2.6109, 4.6154], [-1.7421, -1.4954, 4.7001], [-1.7994, -0.7283, 3.4592], [0.3368, -2.2757, 4.4712], [-0.8767, -3.2397, 3.7623], [-0.7555, -3.2028, 5.5220], [-1.4571, -0.8194, 5.4907], [-2.7601, -1.8962, 4.8105], [-1.1813, 0.0403, 3.5651], [-4.6982, 1.1742, -0.0670], [-3.3532, 1.7832, 0.1268], [-3.4556, 3.1083, -0.3858], [-5.5151, 1.6451, 0.4711], [-4.8009, 0.1136, 0.2126], [-4.8718, 1.2163, -1.1631], [-2.6245, 1.2349, -0.5046], [-3.0140, 1.7060, 1.1729], [-2.6518, 3.6512, -0.1655], [-0.9830, 3.5794, 3.3343], [0.2849, 2.7803, 3.2880], [0.0504, 1.3731, 3.1948], [-1.5191, 3.3699, 4.2965], [-1.6846, 3.2300, 2.5303], [-0.7108, 4.6378, 3.2489], [0.9674, 2.9304, 4.1357], [0.8523, 3.0451, 2.4295], [0.4890, 1.0808, 2.3311], [0.2889, -0.2122, -1.4712], [0.4215, -0.0993, 0.0673], [0.7995, 1.2378, 0.4862], [0.0294, 0.7556, -1.9657], [-0.3995, -0.9928, -1.6422], [1.2532, -0.5306, -1.8413], [1.1545, -0.7805, 0.4980], [-0.5382, -0.2742, 0.5306], [0.2149, 1.9130, 0.1062], [-2.8590, 0.6159, -3.5588], [-2.3680, 1.9360, -4.1063], [-2.0708, 2.8452, -3.0397], [-3.7474, 0.8154, -2.9384], [-2.1237, 0.1595, -2.9223], [-3.1429, -0.1224, -4.3081], [-3.0782, 2.3871, -4.7837], [-1.4353, 1.7066, -4.5832], [-2.8293, 2.8389, -2.4408], [-2.7668, -2.1002, 0.5304], [-3.4527, -3.1037, -0.3674], [-3.0324, -3.0531, -1.7541], [-3.4064, -2.0741, 1.7631], [-2.8724, -1.1179, -0.0119], [-1.6879, -2.1614, 0.5049], [-4.5339, -2.8058, -0.4175], [-3.5268, -4.1690, -0.0284], [-2.0973, -3.0924, -1.7946], [-2.7702, -1.5736, 2.3033], [1.2850, -3.7867, -0.4614], [2.1394, -5.0559, -0.6383], [1.3258, -6.2143, -0.5387], [0.0992, -3.9183, -1.3352], [1.8471, -2.8805, -0.7076], [0.9444, -3.6806, 0.6002], [3.0021, -5.0289, 0.0438], [2.5341, -5.0683, -1.6385], [1.2679, -6.4773, 0.3746], [-0.0028, -4.9009, -1.2734]], "forces_ev_per_angstrom": [[-0.598, 0.077, -0.169], [0.347, -0.427, 0.598], [-0.749, 0.790, 0.264], [-0.214, 0.127, 0.301], [0.080, -0.263, -0.591], [0.614, -0.289, 0.168], [0.277, -0.039, 0.098], [-0.133, -0.388, -0.382], [0.371, 0.406, -0.293], [-0.953, 0.716, 0.358], [0.691, -0.230, -0.302], [0.231, -0.388, 0.177], [0.533, -0.178, 0.006], [-0.353, 0.124, 0.325], [-0.024, 0.205, 0.207], [0.167, -0.611, -0.333], [0.208, -0.223, 0.029], [-0.450, 0.475, -0.450], [1.060, 0.196, 0.851], [-1.904, -0.253, 1.286], [0.441, 1.468, -0.126], [-0.425, -0.212, -1.044], [0.120, 0.513, -0.112], [0.066, -0.485, 0.060], [0.197, -0.291, 0.034], [0.457, -0.325, -0.923], [-0.290, -0.201, 0.029], [-0.775, 0.125, -2.049], [-1.384, -0.998, 1.119], [-0.020, -0.514, 0.467], [0.127, 0.112, -0.113], [0.689, -0.689, 1.371], [-0.520, 0.087, -0.160], [0.575, 0.850, -0.594], [0.095, 0.722, 0.351], [1.052, 0.259, -0.562], [0.307, 0.353, -0.026], [0.266, 0.052, -1.549], [0.844, 0.360, 1.082], [-0.452, 0.349, 0.328], [-0.461, -0.472, -0.384], [0.077, -0.256, 0.163], [-0.321, 0.206, 0.503], [0.421, 0.073, 0.360], [-0.519, -0.510, -0.495], [-0.880, -1.100, -0.955], [0.764, -0.404, -0.046], [0.965, 1.195, 0.436], [0.103, 0.558, -0.052], [0.599, 0.244, -0.030], [-0.422, 0.039, 0.651], [-0.105, 0.034, 0.397], [-0.049, 0.403, -0.227], [-0.905, -1.100, -0.267], [-0.972, -0.650, 0.608], [0.354, -0.909, 0.304], [0.480, -0.641, -1.034], [0.407, 0.457, -0.708], [0.754, 0.588, 0.476], [-0.470, -0.129, 0.011], [-0.404, 0.341, 0.134], [0.550, 0.486, -0.922], [-0.763, 0.505, 1.129], [1.215, 1.044, 1.182], [-0.435, 1.785, -0.482], [1.002, -1.020, 0.814], [-0.061, -0.937, 0.527], [-1.006, -0.754, -0.675], [0.280, 0.010, -0.474], [0.046, 0.006, -0.123], [-0.391, -0.432, 0.179], [-0.294, -0.048, -0.611], [-1.119, 0.253, 0.384], [0.315, -0.690, 0.584], [-0.054, -0.081, -0.228], [0.094, -0.255, -0.150], [0.441, -0.157, 0.258], [0.050, 0.194, -0.198], [-0.146, 0.142, -0.340], [0.478, 0.371, -0.592], [-0.094, 0.222, 0.317], [-0.639, 1.034, -2.119], [-1.671, -0.596, -1.190], [-1.492, 0.257, 0.947], [0.713, -0.074, 0.264], [-0.323, -0.455, 0.311], [0.629, -0.888, 0.718], [0.845, -0.097, 0.134], [0.738, 0.803, 0.122], [1.645, -0.243, 0.066], [-0.406, 0.169, 0.608], [-1.073, -0.349, 0.040], [-0.064, 0.988, 0.187], [0.214, 0.077, -0.211], [1.498, -0.796, 1.169], [-0.139, -0.165, -0.239], [0.179, -0.147, -0.663], [-0.311, -0.256, 0.056], [0.167, 0.029, -0.514], [-0.136, -0.158, 0.515], [-0.470, 0.893, -0.357]], "mulliken_charge": [-0.718, -0.360, -0.389, 0.188, -0.031, 0.462, 0.323, 0.311, 0.243, -0.765, -0.162, -0.335, 0.072, 0.160, 0.409, 0.371, 0.101, 0.140, -1.068, -0.294, -0.246, 0.452, 0.043, 0.389, 0.316, 0.338, 0.132, -0.604, -0.331, -0.562, 0.492, 0.115, -0.151, 0.465, 0.192, 0.084, -0.770, -0.278, -0.490, -0.042, 0.243, 0.418, 0.406, 0.295, 0.327, -1.281, 1.104, -0.687, 0.399, 0.250, 0.216, -0.454, 0.094, 0.352, -1.141, 0.128, -0.557, 0.341, 0.028, 0.410, 0.381, -0.195, 0.163, -0.082, -0.578, 0.966, -0.029, -0.199, 0.564, 0.289, -0.339, -0.088, -0.561, -0.277, -0.627, 0.166, -0.121, 0.480, 0.363, 0.168, 0.286, 1.093, -0.599, -0.529, -0.605, -0.258, -0.157, 0.299, 0.267, 0.231, 0.405, 0.189, -0.688, -0.543, -0.431, 0.102, 0.024, 0.379, 0.320, 0.316, 0.366], "smiles": "OCCO.OCCO.CCO.CCO.CCO.CCO.CCO.CCO.CCO.CCO.CCO", "max_force_ev_per_a": 2.44, "energy_ha": -1855.78806, "spin_multiplicity": 1, "homo_lumo_gap_ev": 9.76, "e_homo_ev": -9.431, "lumo_energy_ev": 0.331}


(2)
{"formula": "C52H45BaN2O3P2S2Si", "method": "ωB97M-V/def2-TZVPD", "symbols": ["Ba", "C", "Si", "C", "C", "C", "C", "C", "C", "P", "C", "C", "C", "C", "C", "C", "C", "C", "C", "C", "C", "C", "C", "C", "C", "C", "C", "C", "P", "C", "C", "C", "C", "C", "C", "C", "C", "C", "C", "C", "C", "H", "H", "H", "H", "H", "H", "H", "H", "H", "H", "H", "H", "H", "H", "H", "H", "H", "H", "H", "H", "H", "H", "H", "H", "H", "H", "H", "H", "H", "H", "H", "S", "C", "C", "C", "C", "C", "C", "C", "C", "C", "N", "H", "H", "H", "H", "H", "H", "C", "C", "C", "N", "C", "C", "H", "H", "H", "H", "H", "C", "S", "O", "O", "O", "H", "H", "H"], "xyz": [[-1.6226, 1.0091, 0.7580], [-1.0243, -3.9195, 0.2859], [-0.5825, -2.1488, -0.3222], [-1.2084, -2.1706, -2.1569], [-1.9806, -3.2456, -2.6149], [-2.5976, -3.2484, -3.8580], [-2.4577, -2.1578, -4.7000], [-1.6845, -1.0826, -4.2884], [-1.0604, -1.0837, -3.0444], [-0.0381, 0.3403, -2.5054], [1.6299, -0.1192, -3.1415], [1.9254, -1.3142, -3.7832], [3.1965, -1.5394, -4.3001], [4.1849, -0.5753, -4.1840], [3.9010, 0.6217, -3.5358], [2.6364, 0.8408, -3.0176], [-0.3640, 1.6612, -3.7602], [-1.0051, 2.8249, -3.3538], [-1.2480, 3.8588, -4.2511], [-0.8447, 3.7436, -5.5708], [-0.1905, 2.5895, -5.9896], [0.0509, 1.5633, -5.0919], [1.3295, -2.3576, -0.6019], [1.8134, -3.4815, -1.2803], [3.1581, -3.6587, -1.5592], [4.0669, -2.6755, -1.1856], [3.6203, -1.5566, -0.5041], [2.2696, -1.4033, -0.1873], [1.6730, -0.0194, 0.8779], [2.1486, -0.6615, 2.5373], [2.2206, 0.2380, 3.6031], [2.5346, -0.1988, 4.8791], [2.7672, -1.5480, 5.1189], [2.6764, -2.4519, 4.0719], [2.3698, -2.0132, 2.7890], [2.9357, 1.3085, 0.7000], [2.5310, 2.4690, 0.0455], [3.4026, 3.5364, -0.1266], [4.6906, 3.4637, 0.3796], [5.0987, 2.3268, 1.0675], [4.2267, 1.2620, 1.2300], [-0.6650, -4.7425, -0.3421], [-2.1074, -4.0263, 0.3994], [-0.5869, -4.0537, 1.2810], [-2.1201, -4.1079, -1.9726], [-3.1933, -4.1018, -4.1634], [-2.9474, -2.1372, -5.6662], [-1.5868, -0.2233, -4.9397], [1.1599, -2.0759, -3.8796], [3.4126, -2.4805, -4.7915], [5.1733, -0.7558, -4.5887], [4.6656, 1.3816, -3.4266], [2.4220, 1.7791, -2.5183], [-1.3413, 2.9397, -2.3352], [-1.7560, 4.7495, -3.9027], [-1.0306, 4.5487, -6.2716], [0.1362, 2.4914, -7.0180], [0.5725, 0.6743, -5.4272], [1.1044, -4.2328, -1.6145], [3.4961, -4.5442, -2.0859], [5.1175, -2.7727, -1.4329], [4.3342, -0.7901, -0.2370], [2.0236, 1.2915, 3.4295], [2.5843, 0.5170, 5.6906], [3.0082, -1.8899, 6.1182], [2.8505, -3.5071, 4.2456], [2.3179, -2.7298, 1.9798], [1.5149, 2.5398, -0.3250], [3.0675, 4.4294, -0.6405], [5.3699, 4.2985, 0.2576], [6.0971, 2.2732, 1.4846], [4.5432, 0.3910, 1.7911], [0.0904, 3.7804, 4.9247], [0.2188, 4.8903, 3.6320], [-0.0920, 4.3079, 2.4390], [-0.4616, 2.9201, 2.4908], [-0.4127, 2.5191, 3.8058], [-0.6371, 1.1633, 4.3141], [-0.5346, 0.8315, 5.6731], [-0.6074, -0.4897, 6.0607], [-0.7894, -1.4756, 5.0969], [-0.9467, -1.0649, 3.7858], [-0.8967, 0.2094, 3.4029], [0.5192, 5.9106, 3.8196], [-0.0585, 4.8801, 1.5173], [-0.3684, 1.6102, 6.4059], [-0.5015, -0.7539, 7.1064], [-0.8166, -2.5275, 5.3463], [-1.1278, -1.7848, 2.9922], [-6.1856, -2.1235, 3.1569], [-6.0031, -1.6985, 1.8513], [-4.8891, -0.9306, 1.5490], [-3.9666, -0.5877, 2.4577], [-4.1585, -0.9964, 3.7088], [-5.2468, -1.7585, 4.1084], [-7.0451, -2.7232, 3.4298], [-6.7096, -1.9485, 1.0713], [-4.7300, -0.5330, 0.5550], [-3.4062, -0.7007, 4.4310], [-5.3446, -2.0552, 5.1441], [-5.4885, 2.1824, -2.0773], [-3.9795, 2.0722, -1.1595], [-4.3485, 1.6574, 0.2010], [-3.3705, 3.3940, -1.1835], [-3.1640, 1.0454, -1.8160], [-6.1297, 2.9107, -1.5859], [-5.9566, 1.2010, -2.0971], [-5.2416, 2.5065, -3.0862]], "forces_ev_per_angstrom": [[-0.037, -0.483, 0.089], [-0.002, 0.007, 0.037], [-0.075, 0.199, 0.141], [0.020, -0.066, 0.001], [-0.017, -0.055, 0.014], [0.002, -0.035, 0.004], [0.004, 0.017, -0.014], [-0.014, 0.024, -0.021], [-0.023, 0.026, -0.027], [0.038, 0.105, -0.097], [0.018, 0.094, 0.012], [-0.041, -0.043, -0.022], [0.021, 0.005, -0.004], [-0.025, 0.029, -0.003], [0.000, -0.042, 0.024], [0.003, 0.030, -0.011], [0.011, -0.070, 0.002], [0.012, 0.025, -0.013], [-0.006, 0.014, 0.012], [0.008, -0.026, 0.001], [-0.010, 0.028, -0.007], [0.039, -0.006, 0.032], [-0.100, 0.060, 0.010], [0.034, -0.062, -0.019], [-0.027, 0.037, 0.068], [-0.032, -0.014, -0.004], [0.035, 0.001, -0.069], [0.035, 0.056, 0.057], [-0.026, -0.004, 0.099], [0.016, -0.085, -0.053], [0.095, 0.031, -0.024], [0.045, -0.017, -0.035], [0.002, -0.013, -0.040], [0.020, -0.007, 0.028], [0.043, 0.052, -0.003], [0.029, -0.012, 0.023], [0.055, -0.005, -0.007], [-0.026, 0.008, -0.003], [0.011, -0.003, 0.013], [0.000, 0.010, -0.015], [-0.031, -0.006, -0.028], [-0.010, 0.014, -0.010], [0.008, -0.010, 0.002], [0.005, 0.002, -0.005], [0.007, 0.021, -0.006], [-0.004, 0.003, 0.002], [-0.001, 0.005, -0.001], [-0.042, -0.072, 0.017], [0.026, 0.026, -0.004], [-0.001, -0.007, 0.001], [0.004, -0.002, 0.000], [-0.001, -0.001, -0.002], [0.008, -0.018, -0.033], [-0.060, -0.030, 0.084], [-0.005, -0.005, -0.010], [-0.001, -0.004, -0.001], [0.002, 0.002, 0.001], [0.021, 0.012, 0.012], [0.006, -0.010, -0.014], [-0.001, 0.002, -0.017], [-0.002, -0.009, 0.004], [0.028, 0.030, 0.055], [0.017, -0.024, -0.002], [0.003, 0.004, -0.004], [0.004, -0.007, 0.001], [-0.002, -0.002, 0.011], [-0.020, -0.017, -0.046], [-0.034, 0.001, -0.017], [-0.002, -0.015, 0.010], [0.005, -0.004, 0.000], [-0.003, 0.004, 0.000], [0.008, -0.018, -0.003], [-0.039, 0.006, 0.043], [0.040, -0.033, -0.009], [-0.024, 0.057, -0.027], [0.042, 0.027, 0.087], [-0.022, -0.053, -0.080], [-0.066, -0.003, -0.012], [-0.048, 0.027, -0.002], [-0.035, -0.036, -0.055], [0.011, 0.040, 0.043], [0.007, 0.030, 0.015], [0.050, 0.022, -0.004], [0.007, -0.003, 0.006], [-0.003, -0.005, 0.011], [0.001, 0.002, 0.001], [-0.002, -0.007, -0.001], [0.006, 0.010, 0.018], [0.000, 0.009, -0.003], [0.032, 0.025, 0.033], [0.011, -0.018, -0.022], [0.195, 0.082, 0.157], [-0.144, -0.001, -0.308], [0.025, 0.043, 0.052], [-0.014, -0.023, -0.028], [-0.003, 0.001, -0.001], [-0.004, -0.005, 0.008], [-0.030, -0.121, -0.012], [-0.013, 0.019, -0.008], [-0.007, -0.005, -0.004], [-0.001, 0.017, -0.038], [-0.087, 0.183, -0.179], [0.014, 0.028, 0.009], [0.029, -0.029, -0.039], [0.024, 0.055, 0.169], [-0.007, -0.010, -0.007], [-0.002, -0.001, 0.012], [-0.005, -0.006, 0.005]], "mulliken_charge": [0.948, -1.732, 1.559, 0.189, -0.794, -0.756, -0.996, -0.842, 0.387, 0.531, 0.360, -0.205, -0.615, -0.624, -0.772, -0.152, 0.316, -0.729, -0.646, -0.536, -0.705, -0.228, 0.738, -0.307, -0.938, -0.897, -0.600, 0.033, 1.991, 0.384, -0.366, -0.646, -0.819, -0.634, -0.619, 0.378, -1.072, -0.822, -0.699, -0.719, -0.265, 0.472, 0.337, 0.365, 0.315, 0.382, 0.362, 0.367, 0.289, 0.393, 0.354, 0.416, 0.468, 0.361, 0.470, 0.367, 0.397, 0.422, 0.192, 0.339, 0.331, 0.273, 0.601, 0.418, 0.374, 0.385, 0.460, 0.843, 0.502, 0.387, 0.419, 0.459, -0.343, -0.359, -0.763, -0.502, 0.757, -0.369, -0.606, -0.802, -0.483, -1.015, 1.885, 0.429, 0.397, 0.435, 0.385, 0.474, 0.054, -0.135, -1.017, -0.319, 0.330, -0.054, -0.886, 0.390, 0.394, 0.560, 0.350, 0.415, -1.219, 0.763, -0.702, -0.648, -0.387, 0.365, 0.312, 0.316], "total_charge": -1, "max_force_ev_per_a": 0.49, "energy_ha": -4138.01495, "spin_multiplicity": 1, "homo_lumo_gap_ev": 6.00, "e_homo_ev": -3.676, "lumo_energy_ev": 2.328}